[1]
Formula: C36H70O10
Source: OMol25
Level of theory: wB97M-V/def2-TZVPD

Structure (XYZ):
```
116
Properties=species:S:1:pos:R:3
C 0.3468 1.0632 -1.2504
C 1.4668 1.1180 -0.3128
C 0.8887 0.7238 1.0843
O -0.4413 0.3595 0.7746
C -0.6139 0.0956 -0.5997
H 0.6663 0.7240 -2.2357
H -0.1562 2.0284 -1.3096
H 1.9821 2.0783 -0.3350
H 2.1361 0.2879 -0.5387
H 0.8402 1.5115 1.8362
H 1.4637 -0.1297 1.4434
H -1.6503 0.1832 -0.9257
H -0.3145 -0.9098 -0.8959
C 1.7122 0.2338 -5.4278
C 2.2361 0.6482 -6.7604
C 3.3910 -0.3544 -7.0118
O 3.8497 -0.5247 -5.6404
C 2.7990 -0.4585 -4.7274
H 0.8609 -0.4429 -5.5023
H 1.2752 1.0197 -4.8118
H 2.7346 1.6128 -6.6653
H 1.4918 0.6298 -7.5564
H 4.1793 -0.1032 -7.7214
H 3.0542 -1.3229 -7.3815
H 3.1492 0.0405 -3.8239
H 2.5462 -1.4917 -4.4894
C 3.7920 -4.6739 1.1577
C 2.4137 -4.3118 1.5949
C 2.3130 -2.8093 1.3586
O 3.3987 -2.5259 0.4631
C 4.4651 -3.4231 0.7619
H 3.8111 -5.4069 0.3513
H 4.4091 -5.0495 1.9739
H 2.3356 -4.5347 2.6590
H 1.5939 -4.8148 1.0820
H 2.3980 -2.1929 2.2535
H 1.3993 -2.4803 0.8637
H 5.0646 -2.9677 1.5501
H 5.1976 -3.4490 -0.0448
C 2.8930 5.8276 1.0355
C 2.2131 4.5775 1.5426
C 1.1917 5.0795 2.4608
O 0.8899 6.3974 1.9999
C 1.6935 6.7473 0.8996
H 3.3680 5.8255 0.0544
H 3.6256 6.1551 1.7731
H 2.7771 3.7718 2.0124
H 1.7950 4.1226 0.6446
H 1.5442 5.1489 3.4899
H 0.3218 4.4249 2.4077
H 1.9123 7.8139 0.8490
H 1.1737 6.6072 -0.0482
C -5.9027 0.9275 -0.7546
C -6.7170 1.1304 0.4601
C -6.7757 -0.1962 1.0951
O -5.4991 -0.7819 0.8608
C -5.1108 -0.3754 -0.4619
H -5.2446 1.7714 -0.9615
H -6.5994 0.7390 -1.5714
H -7.7006 1.5834 0.3362
H -6.2156 1.8822 1.0695
H -7.5571 -0.8761 0.7555
H -6.8217 -0.1148 2.1811
H -5.3734 -1.1527 -1.1794
H -4.0322 -0.2217 -0.4930
C 5.9870 1.2272 3.7776
C 5.7227 0.3984 2.4873
C 4.2704 0.7835 2.1862
O 3.7249 1.1037 3.4536
C 4.6963 0.9041 4.4964
H 6.1960 2.2729 3.5520
H 6.9181 0.8824 4.2275
H 5.9631 -0.6550 2.6311
H 6.4132 0.7770 1.7337
H 3.6740 0.0143 1.6956
H 4.3193 1.6734 1.5587
H 4.6408 -0.1406 4.8027
H 4.5063 1.5144 5.3793
C -1.7827 -1.8170 -3.9551
C -2.3584 -3.0945 -4.5506
C -3.5076 -3.4005 -3.6172
O -3.9021 -2.1057 -3.1036
C -3.0402 -1.0558 -3.5379
H -1.2015 -1.2872 -4.7100
H -1.2348 -2.0987 -3.0559
H -1.6515 -3.9223 -4.6067
H -2.7782 -2.9841 -5.5504
H -3.1447 -4.0788 -2.8450
H -4.2091 -3.8910 -4.2920
H -2.6997 -0.3972 -2.7388
H -3.4749 -0.4879 -4.3604
C -1.6895 -2.6335 1.8729
C -2.4062 -2.7921 0.5451
C -1.7566 -4.0061 -0.0443
O -1.3118 -4.7896 1.0899
C -1.2543 -4.0973 2.2582
H -2.3400 -2.1623 2.6097
H -0.7545 -2.0770 1.8081
H -2.3527 -1.8993 -0.0778
H -3.4762 -2.9810 0.6318
H -0.8771 -3.6882 -0.6042
H -2.4086 -4.5389 -0.7366
H -0.2358 -4.0777 2.6461
H -1.8987 -4.5658 3.0021
O -5.3098 2.3070 4.6951
C -4.3083 2.2150 3.9697
O -4.2254 1.2524 3.0954
C -3.0839 1.4045 2.2667
C -2.1781 2.2980 3.0698
C -3.1917 3.1982 3.7610
H -3.3621 1.9223 1.3488
H -2.5339 0.4933 2.0316
H -1.5689 2.9838 2.4811
H -1.5786 1.6571 3.7162
H -3.5657 4.0291 3.1627
H -2.7130 3.6183 4.6455
```

LUMO energy (alpha / beta)	2.4 / 2.3	eV
Kohn-Sham gap (alpha / beta)	1.738 / 9.677	eV
HOMO level (alpha / beta)	0.640 / -7.388	eV
net charge	-1
multiplicity	2
energy	-2165.85589	hartree


[2]
Formula: C36H71AsGe2N5OPdSSi3
Source: OMol25
Level of theory: wB97M-V/def2-TZVPD

Structure (XYZ):
```
121
Properties=species:S:1:pos:R:3
Pd 0.1629 0.4963 -0.4656
C -3.3890 -2.7218 -2.5625
Si -3.9819 -1.4566 -1.3238
C -4.9389 -2.2891 0.0513
C -4.9437 -0.1257 -2.2094
As -2.1454 -0.3380 -0.2381
Si -3.1139 0.9282 1.5726
C -2.9855 -0.1435 3.0912
C -2.2444 2.5771 1.7604
C -4.9023 1.3146 1.1821
Si 0.3316 0.0843 -2.7903
C 1.6257 1.2930 -3.3814
C 0.9660 -1.6396 -3.0832
C -1.2285 0.2969 -3.7974
H -4.1030 -2.7623 -3.3892
H -3.3550 -3.7127 -2.1147
H -2.4047 -2.5150 -2.9822
H -5.9918 -2.3812 -0.2273
H -4.8909 -1.7562 0.9997
H -4.5538 -3.2981 0.2153
H -5.8187 -0.5988 -2.6650
H -4.3573 0.3201 -3.0158
H -5.3017 0.6618 -1.5481
H -1.9836 -0.5541 3.2072
H -3.6885 -0.9770 3.0500
H -3.2305 0.4534 3.9750
H -1.2213 2.5716 1.3895
H -2.2298 2.8383 2.8226
H -2.8104 3.3511 1.2401
H -5.5354 0.4462 1.0111
H -4.9848 1.9847 0.3244
H -5.3103 1.8525 2.0439
H 2.4584 1.3853 -2.6832
H 1.1995 2.2795 -3.5552
H 2.0193 0.9171 -4.3308
H 1.8750 -1.8496 -2.5182
H 1.2143 -1.6981 -4.1488
H 0.2369 -2.4206 -2.8671
H -1.7549 1.2353 -3.6452
H -1.9250 -0.5303 -3.6569
H -0.9064 0.2771 -4.8442
C 4.0627 -1.4486 2.5490
Ge 3.3953 -2.6477 1.1553
C 3.1976 -4.4711 1.7936
C 4.4769 -2.4385 -0.4662
Ge 0.6538 -1.9287 0.3691
C 0.5517 -3.5903 -0.7094
C -0.7264 -4.0830 -0.9742
C -0.9123 -5.2257 -1.7427
C 0.1779 -5.8907 -2.2788
C 1.4535 -5.3942 -2.0547
C 1.6325 -4.2558 -1.2842
C 0.0420 -2.4785 2.1734
C 0.7356 -2.1789 3.3445
C 0.2869 -2.6174 4.5834
C -0.8806 -3.3614 4.6788
C -1.5881 -3.6637 3.5261
C -1.1288 -3.2325 2.2887
H 5.1503 -1.4220 2.4424
H 3.8271 -1.8335 3.5399
H 3.6745 -0.4370 2.4557
H 4.1922 -4.8181 2.0870
H 2.8064 -5.1259 1.0188
H 2.5418 -4.5046 2.6619
H 5.4041 -1.9365 -0.1815
H 3.9779 -1.8394 -1.2261
H 4.7285 -3.4130 -0.8831
H -1.6044 -3.5687 -0.6034
H -1.9123 -5.5980 -1.9249
H 0.0348 -6.7818 -2.8747
H 2.3132 -5.8926 -2.4837
H 2.6388 -3.8855 -1.1543
H 1.6506 -1.6022 3.3010
H 0.8581 -2.3882 5.4753
H -1.2287 -3.7115 5.6414
H -2.4978 -4.2479 3.5850
H -1.7049 -3.5045 1.4159
C -3.3142 4.7838 -1.7913
C -3.2252 3.3551 -2.2853
N -2.0865 2.7315 -1.6385
C -0.8955 3.3426 -1.4405
N 0.1253 2.6312 -0.9955
C 1.3394 3.3821 -0.6892
C 1.5942 4.4924 -1.6916
C 0.4089 5.4269 -1.6611
N -0.8409 4.6716 -1.6917
C -2.0008 5.4718 -2.0959
H -3.5042 4.7861 -0.7163
H -4.1276 5.3185 -2.2793
H -3.1246 3.3387 -3.3772
H -4.1161 2.7836 -2.0269
H -2.0775 1.7365 -1.4880
H 2.1724 2.6838 -0.6682
H 1.2543 3.8278 0.3090
H 1.7277 4.0738 -2.6900
H 2.5020 5.0396 -1.4366
H 0.4123 6.0991 -2.5215
H 0.4294 6.0495 -0.7611
H -1.9241 5.6857 -3.1669
H -1.9369 6.4264 -1.5703
C 0.1410 1.4539 4.5347
S 1.1783 1.2614 3.0893
C 1.6263 2.9863 2.9221
O 0.2464 0.9358 1.9518
H 0.7573 1.8104 5.3601
H -0.2741 0.4791 4.7760
H -0.6540 2.1631 4.3079
H 2.1885 3.2860 3.8069
H 0.7286 3.5938 2.8088
H 2.2545 3.0707 2.0386
C 5.6620 1.6838 1.5403
N 5.2292 1.1264 0.2618
C 6.2566 0.7764 -0.7196
C 3.9797 0.7887 0.0563
N 2.8818 0.4919 -0.1795
H 6.3187 2.5330 1.3543
H 6.2010 0.9396 2.1291
H 4.7981 2.0258 2.1050
H 6.8516 1.6597 -0.9493
H 5.7844 0.4201 -1.6313
H 6.9132 -0.0018 -0.3266
```

LUMO energy (alpha / beta)	-4.7 / -7.0	eV
Kohn-Sham gap (alpha / beta)	6.576 / 6.126	eV
HOMO level (alpha / beta)	-11.228 / -13.134	eV
net charge	+2
multiplicity	4
energy	-9547.07107	hartree


[3]
Formula: C36H71F3NO18
Source: OMol25
Level of theory: wB97M-V/def2-TZVPD

Structure (XYZ):
```
129
Properties=species:S:1:pos:R:3
C -1.5358 0.9043 2.3615
C -0.0156 0.5125 2.0481
O 0.5956 -0.2395 3.1081
N 1.1715 0.7433 3.9568
C 2.2419 0.0786 4.7099
O 3.5838 0.1517 4.0567
C 4.1252 1.4410 4.0852
F 4.0856 2.0559 5.3405
F 5.5270 1.4150 3.7318
F 3.5507 2.3208 3.1550
H -2.2065 0.6860 1.4629
H -1.9073 0.3410 3.2729
H -1.5963 2.0269 2.5571
H 0.5716 1.4962 1.8882
H 0.0284 -0.0597 1.0717
H 2.2526 0.4056 5.8034
H 1.9592 -1.0343 4.7021
O 6.1648 -5.1619 2.4039
C 6.6307 -4.0799 2.6738
O 5.8726 -2.9802 2.5776
C 6.2749 -1.6793 3.0381
C 7.1060 -0.9742 1.9846
C 8.0840 -3.9372 3.0317
H 6.7811 -1.7428 4.0045
H 5.3663 -1.1047 3.2050
H 8.0289 -1.5186 1.7668
H 7.3686 0.0328 2.3133
H 6.5504 -0.9060 1.0460
H 8.6788 -3.9175 2.1167
H 8.3776 -4.8005 3.6328
H 8.3083 -3.0576 3.6316
O 1.3785 1.7738 0.2114
C 2.3153 2.3198 -0.3152
O 2.3018 3.6534 -0.4988
C 3.4280 4.4147 -0.9502
C 3.5240 4.3997 -2.4634
C 3.4663 1.5202 -0.8538
H 4.3480 4.0772 -0.4674
H 3.2602 5.4389 -0.6127
H 3.6731 3.3886 -2.8484
H 4.3540 5.0239 -2.8020
H 2.5971 4.7731 -2.9066
H 3.2014 1.1245 -1.8362
H 3.6578 0.6896 -0.1704
H 4.3990 2.0769 -0.9244
O 4.6859 1.6395 -4.8521
C 5.6309 0.9703 -4.5083
O 6.0071 0.9585 -3.2212
C 6.9942 0.0756 -2.6707
C 8.3916 0.6271 -2.8729
C 6.4502 0.2194 -5.5196
H 6.8795 -0.9357 -3.0682
H 6.7855 0.0127 -1.6014
H 8.6365 0.7261 -3.9327
H 9.1334 -0.0243 -2.4066
H 8.4732 1.6246 -2.4351
H 7.1600 0.9045 -5.9868
H 5.7773 -0.1765 -6.2832
H 6.9840 -0.6360 -5.1107
O -5.1878 -0.6548 4.5138
C -5.4128 -1.3894 3.5842
O -4.9108 -2.6343 3.5719
C -5.2612 -3.6352 2.6068
C -4.4276 -3.4921 1.3486
C -6.1781 -0.8986 2.3874
H -6.3350 -3.6246 2.4042
H -5.0446 -4.5986 3.0710
H -4.5980 -2.5307 0.8594
H -4.6637 -4.2875 0.6386
H -3.3635 -3.5389 1.5902
H -5.5028 -0.3456 1.7318
H -6.9698 -0.2310 2.7345
H -6.6713 -1.6878 1.8223
O -8.1032 -6.5290 1.9969
C -9.0373 -5.9672 2.5155
O -8.9998 -4.6373 2.6999
C -10.1135 -3.8478 3.1411
C -10.2250 -3.8596 4.6525
C -10.2087 -6.7457 3.0431
H -11.0366 -4.1639 2.6490
H -9.9173 -2.8281 2.8047
H -10.4022 -4.8667 5.0354
H -11.0426 -3.2162 4.9830
H -9.2947 -3.5085 5.1049
H -9.9593 -7.1468 4.0270
H -10.4104 -7.5721 2.3584
H -11.1317 -6.1722 3.1055
O -14.1623 -6.1592 3.1171
C -14.3946 -6.8917 2.1817
O -13.8984 -8.1413 2.1624
C -14.2518 -9.1422 1.1982
C -13.4212 -9.0020 -0.0623
C -15.1599 -6.3914 0.9891
H -15.3258 -9.1301 0.9975
H -14.0353 -10.1049 1.6640
H -13.5917 -8.0413 -0.5525
H -13.6595 -9.7978 -0.7707
H -12.3564 -9.0501 0.1768
H -14.4837 -5.8389 0.3342
H -15.9471 -5.7215 1.3410
H -15.6585 -7.1747 0.4217
O 4.4931 2.3874 -9.3706
C 4.4711 3.4826 -8.8636
O 5.0992 4.5104 -9.4637
C 4.9913 5.8761 -9.0443
C 5.9679 6.1817 -7.9258
C 3.8291 3.6998 -7.5233
H 3.9602 6.1240 -8.7812
H 5.2424 6.4838 -9.9155
H 5.7649 5.5793 -7.0381
H 5.9158 7.2361 -7.6465
H 6.9885 5.9497 -8.2386
H 4.5249 3.3984 -6.7377
H 2.9326 3.0798 -7.4648
H 3.5026 4.7235 -7.3490
O 7.3515 6.2125 -0.6518
C 6.7343 7.1718 -0.2594
O 5.4157 7.2633 -0.4989
C 4.5553 8.2624 0.0646
C 4.5956 9.5394 -0.7514
C 7.4372 8.3148 0.4173
H 4.7881 8.4295 1.1188
H 3.5457 7.8493 0.0331
H 5.5956 9.9783 -0.7639
H 3.9001 10.2770 -0.3463
H 4.3273 9.3349 -1.7905
H 7.8798 8.9636 -0.3408
H 8.2294 7.9071 1.0485
H 6.7981 8.9030 1.0728
```

LUMO energy	1.4	eV
Kohn-Sham gap	2.850	eV
HOMO level	-1.478	eV
net charge	-1
energy	-3122.88636	hartree


[4]
Formula: C36H71N5O9P
Source: OMol25
Level of theory: wB97M-V/def2-TZVPD

Structure (XYZ):
```
122
Properties=species:S:1:pos:R:3
C -1.0256 5.3478 3.2307
C 0.1749 5.1073 2.3129
C -0.2088 4.1746 1.1588
C 0.8287 4.0393 0.0425
C 2.2936 3.8273 0.4299
N 3.0388 5.0217 0.7623
O 2.9116 3.3838 -0.8255
C 4.1203 2.9133 -0.4584
O 5.1582 3.0516 -1.0223
O 3.9488 2.1872 0.6883
C 2.7186 2.6139 1.3134
C 3.0344 2.7545 2.8210
C 3.8111 3.9474 3.3098
N 5.0374 3.8357 3.6156
P 1.6584 1.0953 1.1111
O 1.1422 0.9153 -0.2403
O 2.6168 -0.0961 1.5853
O 0.4603 1.1178 2.1829
H -1.7457 5.9680 2.6890
H -0.7364 5.8474 4.1543
H -1.5248 4.3993 3.4360
H 0.9585 4.6077 2.8939
H 0.5734 6.0560 1.9452
H -0.4929 3.2115 1.5769
H -1.1129 4.5852 0.6970
H 0.5642 3.2179 -0.6229
H 0.7973 4.9538 -0.5577
H 2.7795 5.3969 1.6623
H 2.7852 5.7256 0.0762
H 3.6586 1.8917 3.0705
H 2.1218 2.6777 3.4217
H 3.2648 4.8846 3.4475
H 5.4056 4.7258 3.9476
H 2.5651 -0.2698 2.5329
H 0.7158 0.9880 3.1032
C -0.9578 -3.3384 -2.6444
C -0.3673 -2.8658 -1.2926
C 1.0669 -2.3725 -1.4818
C 2.0998 -3.4840 -1.6713
C 1.9727 -4.5339 -0.5678
C 0.5562 -5.0950 -0.4442
N -0.4125 -3.9680 -0.2836
O -0.4356 -3.5218 0.9286
C 0.2249 -5.9653 -1.6648
C 0.4567 -6.0110 0.7662
C -1.2293 -1.7032 -0.8248
H -1.6488 -4.1696 -2.5059
H -1.5187 -2.5305 -3.1112
H -0.1932 -3.6449 -3.3575
H 1.3646 -1.7705 -0.6197
H 1.0924 -1.6989 -2.3404
H 1.9976 -3.9462 -2.6573
H 3.1007 -3.0500 -1.6443
H 2.6645 -5.3612 -0.7418
H 2.2574 -4.0802 0.3869
H -0.8117 -6.3053 -1.6300
H 0.8640 -6.8488 -1.6578
H 0.3912 -5.4761 -2.6198
H 0.7765 -5.5218 1.6835
H 1.0982 -6.8793 0.6132
H -0.5663 -6.3642 0.9054
H -2.2570 -2.0207 -0.6353
H -1.2470 -0.9468 -1.6082
H -0.8485 -1.2219 0.0724
C -3.3088 -10.3746 -0.0834
C -2.2062 -10.0862 -1.1296
C -2.6993 -9.0576 -2.1526
C -3.6729 -9.6183 -3.1893
C -3.1127 -10.8833 -3.8379
C -2.7187 -11.9485 -2.8150
N -1.7817 -11.3458 -1.8172
O -0.5780 -11.2671 -2.2778
C -3.9712 -12.5291 -2.1415
C -2.0166 -13.1105 -3.5044
C -1.0113 -9.5144 -0.3814
H -3.2730 -11.4097 0.2534
H -3.1654 -9.7472 0.7952
H -4.3116 -10.1706 -0.4570
H -1.8332 -8.6421 -2.6779
H -3.1620 -8.2300 -1.6097
H -4.6466 -9.8195 -2.7346
H -3.8493 -8.8639 -3.9579
H -3.8413 -11.3135 -4.5284
H -2.2329 -10.6190 -4.4327
H -3.6942 -13.2300 -1.3533
H -4.5529 -13.0728 -2.8859
H -4.6305 -11.7805 -1.7129
H -1.1643 -12.7803 -4.0930
H -2.7225 -13.6026 -4.1737
H -1.6661 -13.8416 -2.7750
H -0.5929 -10.2411 0.3166
H -1.3272 -8.6402 0.1881
H -0.2203 -9.1961 -1.0566
C 1.5564 12.1379 0.6052
C 1.3953 10.6035 0.5042
C 0.4869 10.2291 -0.6725
C -1.0036 10.4591 -0.4217
C -1.4446 9.8189 0.8933
C -0.6028 10.2794 2.0815
N 0.8436 10.0386 1.7787
O 1.1541 8.7922 1.9163
C -0.8864 11.7585 2.3862
C -0.9720 9.5078 3.3419
C 2.7815 10.0156 0.2711
H 1.6516 12.4580 1.6418
H 2.4607 12.4554 0.0885
H 0.7273 12.6817 0.1540
H 0.6392 9.1713 -0.9096
H 0.8130 10.7947 -1.5478
H -1.2331 11.5277 -0.4227
H -1.5752 10.0277 -1.2449
H -2.4928 10.0479 1.0965
H -1.3720 8.7297 0.8051
H -0.2305 12.1215 3.1781
H -1.9155 11.8564 2.7309
H -0.7781 12.4156 1.5290
H -0.8911 8.4320 3.2024
H -2.0038 9.7348 3.6104
H -0.3326 9.7969 4.1769
H 3.4382 10.2080 1.1206
H 3.2136 10.4845 -0.6124
H 2.7489 8.9424 0.1007
```

LUMO energy (alpha / beta)	-0.1 / -0.1	eV
Kohn-Sham gap (alpha / beta)	7.879 / 8.964	eV
HOMO level (alpha / beta)	-7.974 / -9.064	eV
multiplicity	4
energy	-2706.52296	hartree